[1]
# C31H32N10Ru

A molecular structure, C31H32N10Ru in a non-equilibrium geometry (ωB97M-V/def2-TZVPD, the Open Molecules 2025 dataset).

Geometry as XYZ:
```
74
Properties=species:S:1:pos:R:3:forces:R:3:lowdin_spin:R:1
Ru -0.14807 1.15132 0.69191 -1.386 5.224 2.050 0.001
C 1.29160 3.98243 0.71926 -0.032 0.126 -0.073 0.000
N -0.09670 3.47474 0.73917 -0.394 -0.896 -0.157 0.000
C -0.81177 3.92071 -0.46930 -0.016 0.218 0.050 0.000
C -0.39047 3.07699 -1.62757 -0.225 -0.169 -0.019 0.000
C -0.10093 3.55749 -2.88760 -0.068 0.028 -0.165 0.000
C 0.14084 2.65177 -3.91349 0.015 0.074 -0.015 0.000
C 0.04868 1.29464 -3.65243 -0.050 -0.097 -0.029 0.000
C -0.22464 0.88683 -2.35941 -0.130 0.638 -0.228 0.000
N -0.41089 1.76515 -1.36133 0.957 -1.789 -0.674 0.000
C -0.81240 3.83867 1.97377 -0.008 0.223 0.045 0.000
C -0.37940 2.95501 3.10079 -0.058 -0.198 0.027 0.000
C -0.21226 3.39338 4.40066 -0.038 0.025 0.071 0.000
C 0.12238 2.47442 5.38446 -0.017 0.046 0.053 0.000
C 0.27305 1.13951 5.04330 -0.011 -0.056 0.034 0.000
C 0.09206 0.77085 3.72426 -0.074 0.538 0.210 0.000
N -0.22731 1.66605 2.77632 0.530 -1.704 0.141 0.000
C 2.32241 2.90894 0.80041 0.132 -0.097 0.190 0.000
C 3.66925 3.21081 0.66473 0.104 0.036 0.102 0.000
C 4.60484 2.21097 0.84080 0.060 0.026 -0.022 0.000
C 4.16961 0.93207 1.16958 0.034 -0.012 0.127 0.000
C 2.81689 0.70502 1.26344 0.068 0.389 0.240 0.000
N 1.90054 1.67524 1.06578 0.221 -1.430 -1.137 0.000
H 1.44598 4.66871 1.55579 -0.021 0.043 -0.008 0.000
H 1.46553 4.55708 -0.19183 -0.080 0.069 0.014 0.000
H -0.66298 4.98334 -0.67589 0.022 0.033 0.077 0.000
H -1.87802 3.75924 -0.30707 -0.015 0.014 -0.017 0.000
H -0.08160 4.62338 -3.07245 -0.002 -0.006 0.011 0.000
H 0.38114 3.00632 -4.90714 -0.021 -0.001 0.008 0.000
H 0.18734 0.55945 -4.43326 0.024 0.034 -0.009 0.000
H -0.31559 -0.16110 -2.11037 0.021 0.012 0.056 0.000
H -1.87719 3.67209 1.80704 -0.003 0.014 -0.048 0.000
H -0.68014 4.89330 2.22825 0.024 0.030 -0.019 0.000
H -0.35838 4.43821 4.64081 0.046 -0.002 -0.002 0.000
H 0.25937 2.79853 6.40755 0.001 -0.001 -0.008 0.000
H 0.52591 0.39470 5.78477 0.009 0.018 0.004 0.000
H 0.20230 -0.25725 3.40882 0.037 0.013 -0.027 0.000
H 3.97407 4.22432 0.43706 -0.006 -0.011 0.006 0.000
H 5.66080 2.42499 0.74037 -0.014 -0.001 0.003 0.000
H 4.87169 0.13231 1.36026 -0.006 0.005 -0.027 0.000
H 2.42644 -0.26716 1.52872 -0.024 -0.008 -0.034 0.000
C -4.91332 1.18815 0.71387 0.070 0.000 0.035 0.000
C -3.45422 1.18712 0.76036 -0.238 0.139 0.104 0.000
N -2.30995 1.20848 0.80599 0.585 -0.767 -0.607 0.000
H -5.29863 2.09868 1.17043 0.023 0.013 0.006 0.000
H -5.30173 0.32952 1.25912 0.024 -0.006 0.012 0.000
H -5.25007 1.13782 -0.32017 0.031 0.007 -0.014 0.000
C 1.85141 -1.18704 -0.98158 0.019 -0.318 -0.015 0.000
C 0.76892 -1.66315 -0.07612 -0.303 0.677 0.430 0.001
N -0.01247 -0.89296 0.68153 0.062 -0.600 -0.391 0.000
C -0.83498 -1.73079 1.42164 0.265 0.043 -0.265 0.001
C -0.54241 -3.01152 1.11068 -0.244 -0.183 0.053 0.000
N 0.46065 -2.96280 0.16457 0.184 -0.914 -0.430 0.008
C 0.98262 -4.12217 -0.56013 0.100 0.786 0.821 0.009
N 0.29118 -4.33494 -1.81292 -0.732 -0.885 -0.099 0.143
N 0.42333 -3.41378 -2.82335 -0.292 0.074 -0.559 -0.024
N -0.28215 -3.77265 -3.81491 0.421 0.082 0.204 0.078
C -0.89673 -4.97202 -3.49602 -0.672 -0.369 -0.660 0.019
C -1.74052 -5.77891 -4.24980 0.926 1.328 -0.248 0.197
C -2.26251 -6.92337 -3.62506 -0.165 -0.966 0.783 0.236
C -1.92193 -7.26036 -2.30588 -0.207 -0.109 -0.135 -0.001
C -1.07617 -6.46943 -1.55382 -0.216 -0.408 0.180 0.225
C -0.54930 -5.32179 -2.19587 0.690 0.981 0.273 0.085
H 1.85085 -0.10294 -1.00423 -0.005 0.020 0.006 0.000
H 1.71652 -1.56830 -1.99060 0.021 0.043 -0.047 0.000
H 2.82817 -1.52250 -0.62539 0.006 0.013 0.009 0.000
H -1.56851 -1.34924 2.10989 0.023 0.034 0.007 0.000
H -0.94100 -3.93950 1.48567 0.016 0.008 -0.037 0.000
H 0.85476 -5.00858 0.05440 0.056 -0.015 0.017 0.000
H 2.04182 -3.96321 -0.74922 0.004 -0.102 -0.164 0.003
H -1.94665 -5.54335 -5.28679 -0.136 0.009 0.023 0.005
H -2.93757 -7.56915 -4.17182 0.002 0.017 -0.029 0.008
H -2.34658 -8.15197 -1.86515 -0.010 0.014 -0.007 -0.004
H -0.86685 -6.70689 -0.51826 0.085 -0.047 -0.055 0.009
```
Forces are in eV/Å.

**LUMO (spin up / spin down)**: -8.5 / -12.1 eV
**Total charge**: +3
**<S²>**: 0.7730
**2S+1**: 2
**Electronic energy**: -1842.08527 hartree
**Relative energy (zero: lowest compared OMol25 entry of this formula, charge and spin)**: 1.193 eV


[2]
# C31H32N4O3RhSTe

A molecular structure, C31H32N4O3RhSTe (ωB97M-V/def2-TZVPD, the Open Molecules 2025 dataset).

Geometry as XYZ:
```
73
Properties=species:S:1:pos:R:3:forces:R:3:lowdin_spin:R:1
Rh 0.53654 -0.06238 -0.30972 -0.352 -0.161 0.097 2.383
O -2.80988 -0.90793 4.09550 -0.099 -0.062 -0.068 0.004
C -3.38047 -1.64192 3.12130 0.053 0.064 0.067 0.012
C -4.61904 -2.21566 3.41405 -0.028 0.009 -0.012 -0.001
C -5.27524 -2.97396 2.47109 -0.034 -0.040 -0.049 0.011
C -4.72047 -3.18598 1.20400 -0.001 0.041 0.052 0.001
C -3.50253 -2.62262 0.90862 0.019 0.001 0.033 0.007
C -2.80774 -1.84312 1.84989 0.008 -0.073 0.055 0.008
C -1.52403 -1.25945 1.44606 -0.241 -0.011 0.202 0.051
O -1.08937 -1.43660 0.27935 0.052 0.004 0.066 0.167
N -0.85155 -0.54260 2.39046 0.021 -0.100 -0.526 0.177
N 0.25353 0.00944 1.89776 0.101 0.190 0.296 0.246
C 1.06860 0.48489 2.82460 0.246 0.093 -0.221 -0.028
C 2.35036 1.01879 2.60730 -0.003 -0.064 -0.037 0.126
C 3.07400 1.45167 3.75655 0.046 0.006 -0.023 -0.026
C 4.33690 1.93790 3.65683 0.096 0.041 -0.069 0.102
C 4.97770 2.02433 2.37793 -0.023 0.006 0.213 0.018
C 4.33826 1.64585 1.24897 -0.137 -0.028 0.013 0.043
C 2.99467 1.13150 1.30002 -0.123 0.202 0.160 0.085
O 2.41550 0.84187 0.22260 0.315 -0.317 -0.217 0.258
H -1.92664 -0.62824 3.77808 0.057 0.017 0.012 0.002
H -5.03755 -2.04801 4.39779 0.013 -0.010 -0.020 0.000
H -6.23281 -3.41436 2.72004 0.017 0.010 -0.011 0.001
H -5.24077 -3.78591 0.46990 0.011 0.012 0.022 0.000
H -3.04913 -2.76751 -0.06271 0.009 -0.005 0.006 0.001
H 0.72860 0.40868 3.85493 -0.040 -0.007 0.008 -0.001
H 2.59531 1.37736 4.72634 0.003 -0.019 -0.036 -0.003
H 4.86519 2.25743 4.54511 0.021 -0.007 -0.048 0.006
H 5.99198 2.39798 2.31828 -0.014 0.013 0.035 0.000
H 4.80430 1.70688 0.27452 -0.030 -0.007 0.011 0.001
C -3.82164 2.82637 1.32862 0.069 -0.065 0.033 0.001
N -2.88037 1.91946 0.66421 -0.049 -0.049 -0.111 0.016
C -3.53975 0.81504 -0.04008 -0.026 0.142 0.023 0.003
C -1.60472 2.25787 0.43137 -0.347 -0.119 -0.163 0.025
S -0.84645 1.73669 -1.05097 -0.024 0.192 0.250 0.177
N -0.97017 3.01676 1.32616 0.183 0.148 0.161 0.009
C 0.22523 3.79474 1.00853 -0.066 -0.094 -0.017 0.003
C -1.31527 3.01804 2.75057 0.015 -0.011 -0.131 0.000
H -4.68705 2.93707 0.67579 -0.011 -0.007 -0.004 0.000
H -3.37324 3.80460 1.46754 0.000 0.005 -0.010 0.000
H -4.16075 2.43659 2.28855 0.027 -0.026 0.012 0.000
H -4.21928 0.33014 0.66152 -0.001 0.019 -0.024 0.000
H -2.81162 0.09307 -0.38807 -0.001 0.005 -0.016 0.000
H -4.11012 1.18818 -0.89212 0.006 0.041 -0.014 0.001
H 0.47638 3.69515 -0.04100 -0.023 0.006 -0.002 0.002
H 1.05820 3.44244 1.61568 0.085 -0.030 0.008 0.001
H 0.04070 4.84335 1.24415 -0.005 0.012 0.016 0.000
H -1.92133 2.14992 2.99325 -0.037 -0.030 -0.028 0.000
H -1.83547 3.92731 3.05128 -0.006 0.011 -0.004 0.000
H -0.38328 2.95864 3.31222 0.023 0.007 0.009 -0.001
Te 1.18138 -2.37845 -1.76901 0.295 0.108 -0.009 0.064
C 3.15291 -2.11661 -2.47212 0.001 -0.017 -0.027 0.003
C 3.73551 -0.85405 -2.51324 0.078 -0.016 -0.001 0.001
C 5.00853 -0.70490 -3.04799 -0.016 -0.016 0.021 0.000
C 5.70128 -1.80951 -3.52617 -0.025 0.020 0.010 0.000
C 5.12464 -3.06936 -3.46723 -0.034 -0.008 0.025 0.000
C 3.84844 -3.22598 -2.94105 0.019 -0.004 -0.030 0.002
C 0.23981 -1.76456 -3.55637 0.002 -0.031 -0.009 0.017
C 0.25077 -0.43402 -3.96334 -0.023 -0.013 -0.062 0.009
C -0.32913 -0.08105 -5.17383 -0.007 -0.034 0.020 0.000
C -0.92115 -1.05219 -5.97236 0.013 0.017 0.027 0.002
C -0.93425 -2.37705 -5.56213 0.003 0.002 0.031 0.001
C -0.35297 -2.73800 -4.35230 -0.057 0.045 -0.037 0.004
H 3.21629 0.01056 -2.11903 -0.037 -0.015 -0.012 0.000
H 5.46080 0.27783 -3.08892 -0.003 -0.005 -0.001 0.000
H 6.69264 -1.68842 -3.94308 -0.011 0.005 0.009 0.000
H 5.66431 -3.93315 -3.83344 -0.013 0.012 0.006 0.000
H 3.40077 -4.21156 -2.90433 -0.004 0.018 -0.005 0.001
H 0.72104 0.33150 -3.35570 0.008 -0.033 0.011 0.006
H -0.31784 0.95362 -5.49208 0.001 -0.018 0.001 0.000
H -1.37168 -0.77479 -6.91670 0.011 0.000 0.020 0.000
H -1.39278 -3.13548 -6.18386 0.009 0.018 0.015 0.000
H -0.36357 -3.77414 -4.03833 0.017 0.009 -0.003 0.001
```
Forces are in eV/Å.

**LUMO (spin up / spin down)**: -3.0 / -5.3 eV
**Total charge**: +1
**<S²>**: 6.0733
**2S+1**: 5
**Electronic energy**: -2421.71757 hartree
**Relative energy (zero: lowest compared OMol25 entry of this formula, charge and spin)**: 0.000 eV


[3]
# C31H32N5OPtS

A molecular structure, C31H32N5OPtS in a non-equilibrium geometry (ωB97M-V/def2-TZVPD, the Open Molecules 2025 dataset).

Geometry as XYZ:
```
71
Properties=species:S:1:pos:R:3:forces:R:3:lowdin_charge:R:1
Pt 0.09793 0.29230 0.09316 0.594 -2.847 2.154 1.195
N -0.02618 0.57310 2.25897 0.047 0.191 -2.048 0.075
C 1.01581 0.18954 3.19614 0.073 -0.277 0.297 -0.242
C 0.62741 -0.08453 4.50298 -0.340 0.141 -0.192 -0.023
C 1.57625 -0.28230 5.48778 0.113 0.024 0.054 -0.037
C 2.92199 -0.25052 5.14834 -0.042 0.032 -0.145 -0.017
C 3.29748 -0.04434 3.82705 0.014 -0.086 0.275 0.011
C 2.35560 0.18397 2.82411 0.023 0.370 -0.122 -0.150
C 2.80840 0.25064 1.41626 0.105 0.247 0.352 -0.230
C 4.09960 0.68863 1.09056 -0.034 -0.428 0.243 -0.009
C 4.65899 0.41256 -0.14437 0.272 0.265 0.065 -0.032
C 3.96321 -0.34642 -1.06120 -0.413 -0.525 0.125 -0.029
C 2.64542 -0.72692 -0.77475 0.329 0.248 -0.370 -0.129
C 2.03865 -0.28401 0.39045 0.525 0.926 -1.347 -0.295
H -0.94105 0.27658 2.59324 -0.027 -0.069 -0.142 0.117
H -0.04616 1.58983 2.16459 -0.193 0.049 0.392 0.098
H -0.42731 -0.09056 4.76103 0.005 0.058 0.033 0.127
H 1.26898 -0.42900 6.51402 -0.012 -0.075 -0.008 0.129
H 3.67825 -0.40144 5.90645 0.015 -0.002 -0.005 0.130
H 4.34591 -0.09534 3.56838 0.008 0.023 -0.034 0.128
H 4.66958 1.24110 1.82739 0.047 -0.136 0.067 0.133
H 5.66623 0.74138 -0.36218 -0.036 0.099 -0.031 0.130
H 4.41962 -0.63831 -1.99744 -0.002 -0.107 0.029 0.129
H 2.09882 -1.33468 -1.48127 -0.038 0.221 -0.140 0.089
O 0.38045 0.15735 -2.27551 -0.114 -0.015 1.153 -0.153
C 0.95240 1.36006 -2.85672 0.256 0.430 -0.278 -0.186
C -0.10845 2.39369 -3.17665 -0.072 -0.246 0.111 -0.130
C -0.96695 2.68465 -1.94387 -0.098 0.168 -0.172 -0.139
C -0.14372 3.31234 -0.87538 0.017 -0.064 0.181 -0.251
C 0.06366 4.68610 -0.85175 0.028 -0.021 0.086 0.035
C 0.88233 5.24839 0.10770 0.043 0.016 -0.034 0.017
C 1.51270 4.41248 1.02198 -0.068 0.031 0.008 0.002
C 1.27560 3.06056 0.94915 0.046 0.048 0.023 -0.107
N 0.45753 2.51040 0.02889 -0.169 -0.556 -0.041 -0.005
H -0.31230 -0.16980 -2.86800 -0.148 -0.121 0.217 0.137
H 1.51793 1.10237 -3.75212 -0.044 -0.243 0.052 0.145
H 1.65678 1.72067 -2.10909 0.048 -0.030 -0.055 0.115
H -0.76276 2.04812 -3.98072 0.099 -0.034 -0.069 0.135
H 0.39482 3.29270 -3.53686 -0.041 0.021 -0.022 0.141
H -1.38051 1.75249 -1.57098 -0.236 0.095 -0.086 0.054
H -1.79491 3.33864 -2.21412 0.003 0.022 0.039 0.140
H -0.43126 5.30153 -1.59093 -0.019 -0.001 0.002 0.143
H 1.03634 6.31866 0.14296 0.005 0.006 -0.012 0.138
H 2.17211 4.80546 1.78232 0.014 -0.027 0.013 0.132
H 1.76896 2.38950 1.63781 0.040 0.000 -0.044 0.096
N -2.08266 0.15794 0.01333 -0.657 0.645 -0.327 0.032
C -3.23228 0.13088 -0.07511 0.033 0.083 0.041 -0.080
C -4.65140 0.10952 -0.14663 -0.131 -0.035 0.064 -0.222
C -5.38460 0.21600 1.04274 0.049 -0.023 -0.010 -0.022
C -6.76351 0.17837 0.98860 -0.004 0.016 0.012 -0.035
C -7.40752 0.04298 -0.23750 0.057 0.024 0.018 -0.012
C -6.67674 -0.05058 -1.41677 -0.028 0.014 -0.012 -0.030
C -5.29631 -0.01579 -1.38179 0.097 -0.044 -0.037 -0.010
H -4.87224 0.33357 1.98855 -0.022 -0.012 0.020 0.117
H -7.33832 0.25833 1.90046 -0.019 0.007 -0.007 0.124
H -8.48822 0.01922 -0.27333 -0.005 -0.017 -0.005 0.129
H -7.18638 -0.15057 -2.36468 -0.005 0.005 -0.003 0.127
H -4.72144 -0.08558 -2.29534 -0.003 -0.027 -0.007 0.124
C -2.15848 -2.94156 2.68086 -0.141 -0.075 0.038 0.021
N -0.70570 -3.05102 2.81658 0.065 0.116 -0.099 -0.089
C -0.05827 -3.50353 3.93457 0.162 -0.090 0.039 0.009
C 1.27728 -3.49366 3.66453 -0.156 -0.059 0.144 0.001
N 1.40774 -3.03553 2.38938 -0.014 -0.146 -0.062 0.124
C 0.20003 -2.76858 1.86058 0.182 0.332 0.157 -0.667
S -0.10205 -2.25099 0.24604 -0.169 1.366 -0.450 0.828
H -2.57296 -2.51054 3.58940 0.059 0.021 0.017 0.109
H -2.59136 -3.92929 2.53374 0.038 -0.005 -0.038 0.121
H -2.38740 -2.31491 1.82370 0.021 -0.020 -0.017 0.058
H -0.58662 -3.81569 4.81914 -0.015 0.003 0.000 0.154
H 2.11418 -3.78499 4.27483 0.022 -0.014 -0.022 0.150
H 2.27300 -2.98017 1.86796 -0.036 0.112 -0.027 0.181
```
Forces are in eV/Å.

**LUMO**: -10.8 eV
**Total charge**: +3
**Electronic energy**: -2066.08008 hartree
**Relative energy (zero: lowest compared OMol25 entry of this formula, charge and spin)**: 1.292 eV